Entry from the Open Molecules 2025 dataset: 2 unconnected molecules or ions with the total composition C27H29O2Si (ωB97M-V/def2-TZVPD).

Summary:
Max |F| in Eh/bohr: 0.0472
HOMO level in Eh: -0.38222
Electronic energy in hartree: -1486.0086
Gap between HOMO and LUMO in Eh: 0.175
Multiplicity: 1
Charge: +1
LUMO in eV: -5.635

CARTESIAN COORDINATES (ANGSTROEM)
C 0.369 4.228 2.798
Si 0.166 3.937 0.961
C -1.646 3.655 0.556
C 0.827 5.415 0.014
O 1.077 2.582 0.564
C 1.045 2.163 -0.722
C 1.985 1.366 -1.273
C 1.954 0.924 -2.633
C 2.934 0.221 -3.193
H -0.175 5.117 3.106
H -0.006 3.369 3.348
H 1.423 4.356 3.030
H -2.224 4.524 0.860
H -1.782 3.498 -0.511
H -2.012 2.779 1.087
H 0.277 6.312 0.292
H 1.879 5.559 0.245
H 0.725 5.256 -1.056
H 0.212 2.503 -1.322
H 2.812 1.063 -0.658
H 1.090 1.192 -3.217
H 2.896 -0.094 -4.219
H 3.809 -0.038 -2.631
C -1.762 -0.533 5.477
O -0.452 -0.493 4.964
C -0.391 -0.697 3.604
C 0.872 -0.758 2.978
C 0.994 -1.028 1.644
C -0.144 -1.236 0.839
C -0.078 -1.722 -0.519
C -1.148 -1.600 -1.476
C -0.968 -2.557 -2.498
C -1.918 -2.680 -3.508
C -2.999 -1.819 -3.515
C -3.151 -0.836 -2.540
C -2.242 -0.722 -1.518
C 0.274 -3.260 -2.225
C 0.833 -2.712 -1.047
C 2.040 -3.228 -0.549
C 2.662 -4.254 -1.221
C 2.096 -4.798 -2.370
C 0.908 -4.314 -2.877
C -1.405 -1.101 1.455
C -1.529 -0.855 2.788
H -1.727 -0.394 6.557
H -2.353 0.273 5.038
H -2.207 -1.507 5.264
H 1.743 -0.604 3.589
H 1.966 -1.052 1.187
H -1.823 -3.451 -4.251
H -3.743 -1.900 -4.288
H -3.986 -0.152 -2.587
H -2.338 0.057 -0.782
H 2.478 -2.828 0.345
H 3.601 -4.642 -0.856
H 2.597 -5.611 -2.867
H 0.462 -4.755 -3.750
H -2.284 -1.296 0.869
H -2.510 -0.821 3.222